1.
{
  "formula": "C2H28O11S",
  "method": "ωB97M-V/def2-TZVPD",
  "species": ["C", "S", "C", "H", "H", "H", "H", "H", "H", "O", "H", "H", "O", "H", "H", "O", "H", "H", "O", "H", "H", "O", "H", "H", "O", "H", "H", "O", "H", "H", "O", "H", "H", "O", "H", "H", "O", "H", "H", "O", "H", "H"],
  "coordinates": [[3.32, -0.43, 0.83], [2.51, -1.49, -0.34], [1.00, -0.55, -0.76], [4.15, -0.94, 1.32], [2.71, 0.07, 1.61], [3.76, 0.45, 0.37], [0.96, -0.66, -1.85], [0.14, -1.11, -0.36], [1.10, 0.51, -0.41], [0.65, 3.32, 1.39], [-0.03, 3.98, 1.25], [1.19, 3.37, 0.57], [0.46, -3.80, 0.23], [1.41, -3.73, 0.28], [0.14, -3.08, 0.79], [3.54, 1.07, -2.32], [3.73, 0.14, -2.51], [3.10, 1.35, -3.12], [-0.44, -1.60, 1.81], [-0.58, -0.62, 1.89], [-0.49, -1.98, 2.72], [1.48, 2.55, -1.93], [2.04, 1.76, -1.83], [0.58, 2.19, -1.84], [-2.93, -1.03, 2.24], [-2.25, -1.45, 1.67], [-2.61, -0.25, 2.68], [-2.99, -0.58, -1.12], [-3.48, -0.75, -0.31], [-2.27, -1.25, -1.19], [-0.71, 1.02, 2.15], [-0.07, 1.70, 1.88], [-1.54, 1.51, 2.16], [-3.00, 1.91, 0.91], [-2.63, 2.36, 0.15], [-3.39, 1.10, 0.58], [-1.60, -2.73, -1.12], [-0.66, -2.88, -1.30], [-1.75, -3.48, -0.52], [-1.28, 1.50, -2.00], [-1.66, 1.92, -2.77], [-1.59, 0.59, -1.89]],
  "smiles": "CSC.O.O.O.O.O.O.O.O.O.O.O",
  "homo_ha": -0.3211,
  "gap_ev": 8.96
}

***

2.
{
  "formula": "ClH2OPS2",
  "method": "ωB97M-V/def2-TZVPD",
  "species": ["O", "P", "S", "S", "Cl", "H", "H"],
  "coordinates": [[-1.03, 0.38, 0.85], [0.20, 0.08, -0.63], [1.36, 1.62, -0.75], [0.82, -1.80, 0.16], [-0.89, -0.32, -2.23], [-0.89, 1.28, 1.20], [0.43, -1.24, 1.39]],
  "smiles": "O[P@@](=S)(S)Cl",
  "homo_ha": -0.3547,
  "gap_ev": 9.39
}

***

3.
{
  "formula": "C3H5N3",
  "method": "ωB97M-V/def2-TZVPD",
  "species": ["C", "C", "N", "N", "N", "C", "H", "H", "H", "H", "H"],
  "coordinates": [[0.64, 0.15, -1.58], [-0.41, -0.05, -0.57], [0.59, -0.54, 1.89], [0.11, 0.53, 1.93], [-1.14, 0.62, 0.33], [-1.03, -0.84, 0.29], [1.50, -0.46, -1.30], [0.30, -0.17, -2.57], [0.93, 1.20, -1.61], [0.23, 1.18, 2.72], [-1.76, -1.61, 0.47]],
  "homo_ha": [-0.2708, -0.2709],
  "gap_ev": [8.52, 8.53]
}

***

4.
{
  "formula": "C5H13NOS",
  "method": "ωB97M-V/def2-TZVPD",
  "species": ["C", "N", "S", "O", "C", "C", "C", "C", "H", "H", "H", "H", "H", "H", "H", "H", "H", "H", "H", "H", "H"],
  "coordinates": [[3.02, 0.42, -0.86], [2.00, -0.57, -0.64], [1.07, -0.50, 0.58], [1.52, 0.29, 1.77], [-0.96, -0.02, 0.15], [-1.50, -1.21, -0.49], [-1.62, 0.14, 1.49], [-0.85, 1.18, -0.73], [2.92, 1.19, -0.02], [2.75, 0.95, -1.86], [3.97, -0.04, -1.01], [0.85, -1.96, 0.82], [-0.75, -2.08, -0.28], [-2.46, -1.43, 0.08], [-1.61, -1.12, -1.64], [-1.44, -0.59, 2.30], [-2.74, 0.02, 1.35], [-1.59, 1.10, 2.01], [-1.80, 1.09, -1.35], [-0.76, 2.10, -0.30], [-0.03, 1.04, -1.36]],
  "smiles": "CN=[S@@H](=O)C(C)(C)C",
  "homo_ha": -0.3116,
  "gap_ev": 8.98
}

***

5.
{
  "formula": "C3H7FO2Rh",
  "method": "ωB97M-V/def2-TZVPD",
  "species": ["O", "C", "C", "O", "C", "Rh", "H", "H", "H", "H", "H", "H", "H", "F"],
  "coordinates": [[0.92, -1.31, 1.20], [1.58, -0.16, 0.84], [0.69, 0.83, 0.10], [-0.04, 0.12, -0.92], [-1.12, 0.69, -1.46], [-0.37, -2.26, 0.41], [2.46, -0.37, 0.21], [1.95, 0.39, 1.74], [1.29, 1.60, -0.41], [-0.03, 1.30, 0.78], [-1.42, 0.24, -2.41], [-1.27, 1.76, -1.29], [-2.44, -0.97, 0.86], [-2.21, -1.86, 0.35]],
  "spin_multiplicity": 6,
  "homo_ha": [-0.5909, -0.7578],
  "s_squared": 8.766,
  "total_charge": 2,
  "gap_ev": [6.02, 6.91]
}

***

ΔE to the lowest compared entry with this formula, charge and spin (computed, kJ/mol): 76.8 92.3 578.0 423.3 0.0